{
  "formula": "C38H48BrIrN2O2P2",
  "method": "ωB97M-V/def2-TZVPD",
  "species": ["C", "C", "H", "H", "C", "H", "H", "H", "H", "C", "C", "H", "C", "H", "C", "H", "H", "C", "C", "P", "H", "C", "C", "C", "H", "C", "H", "C", "H", "C", "C", "H", "C", "H", "H", "C", "H", "C", "H", "H", "C", "C", "H", "C", "C", "O", "H", "C", "H", "C", "H", "H", "Ir", "H", "Br", "H", "H", "C", "H", "C", "O", "H", "C", "H", "C", "H", "C", "H", "H", "H", "C", "C", "N", "H", "C", "H", "P", "N", "H", "C", "C", "H", "H", "C", "H", "H", "C", "H", "H", "H", "H", "H", "C", "H"],
  "xyz": [[1.171763, -1.443750, 2.215725], [0.991362, 3.537034, -3.706400], [2.791874, 3.709566, -1.541276], [0.783171, 1.366608, 2.770711], [-3.002762, -3.364341, -2.954300], [2.026426, 1.055416, -4.197814], [-1.802570, 3.550373, -3.986696], [-0.189911, 1.755629, -3.935004], [-1.518953, -4.746058, 2.642029], [-2.873483, 3.145764, 1.503304], [-3.620934, 1.177013, -0.285227], [-1.573452, 0.716662, 3.494509], [3.174816, -0.666408, -3.713070], [-2.129119, 2.575825, -2.542294], [-0.706662, 0.082720, 3.710098], [3.361934, -1.309692, -5.761183], [4.880640, -1.173213, -4.883175], [-2.962558, -2.354373, 2.738149], [0.539717, 0.965584, 3.754363], [-0.609050, -1.090977, 2.207089], [4.069319, -2.471031, -2.990934], [1.974677, -0.520986, -1.171518], [-2.074117, -2.628812, -2.230117], [3.943165, -1.396848, 2.426983], [-1.921302, -0.974619, 5.176463], [-1.071453, -3.889868, 2.140243], [-3.257116, -1.444048, 3.258869], [2.263661, 0.342374, -3.422969], [5.016480, -1.311245, 2.530527], [-3.929480, -1.301555, -3.695898], [1.671841, 0.439888, -2.172584], [-1.201024, -2.720526, 3.922519], [-2.031367, 2.080094, 1.222561], [-3.966498, 0.411285, -0.961712], [3.302011, -2.393177, 5.533878], [-2.360544, 1.082684, 0.302134], [1.224791, -2.469322, 4.090970], [3.334642, -0.889294, 1.305877], [4.874925, -2.203566, 4.737535], [3.949030, -3.687094, 4.532817], [-1.464066, -2.612880, 2.865758], [3.869153, -2.603721, 4.629197], [-2.945878, -4.442619, -2.934799], [3.412564, -1.647653, -2.750405], [1.239987, 2.697228, -0.404258], [-0.671746, -4.454060, -1.646573], [-4.645967, -0.735313, -4.269496], [-1.412294, 3.247702, -3.014955], [-0.595410, 3.723232, 0.063288], [-4.083619, 3.226578, 0.844281], [2.980197, -2.380296, -0.793360], [-2.867560, 0.429386, -2.999950], [-0.835545, -0.368122, -0.352360], [0.007599, -4.019824, 2.116423], [-5.234516, 4.728222, 1.151116], [0.778535, 3.790227, -4.745308], [3.146535, 3.487934, 0.166890], [3.195855, -2.011805, 3.429506], [-4.723571, -3.229135, -4.243151], [-0.928859, -0.545330, 5.082224], [-0.501971, -2.560449, -0.490991], [0.854917, 4.497182, 0.712822], [0.441940, 3.968965, -0.146115], [0.480560, 4.639666, -1.000070], [3.902639, -0.715623, -5.022640], [-0.834534, 0.236205, 5.834001], [-2.949751, -0.648440, -2.972486], [-3.533808, -3.189953, 3.139788], [-1.323324, 4.136858, -2.394650], [3.263856, 2.115831, -0.935098], [2.825860, -1.588631, -1.510375], [1.935495, -0.929779, 1.145394], [1.355239, -0.409885, 0.032725], [1.210453, 2.084043, 0.506731], [-0.059987, 2.556226, -3.190442], [-2.588285, 3.899202, 2.222966], [0.365170, 1.575871, -1.643932], [-2.055750, -1.288093, -2.217178], [-1.085324, 2.031481, 1.743004], [-0.984864, -3.300183, -1.396910], [-3.968177, -2.693252, -3.684265], [-0.188442, -1.305602, 5.313253], [0.384708, 1.798999, 4.439653], [2.699043, 3.018017, -0.708925], [1.992522, 3.116879, -3.655953], [-3.214771, -2.234210, 1.686119], [1.812295, -2.017380, 3.304027], [-5.437003, 2.295128, -0.535654], [3.924815, -0.408695, 0.538398], [-1.420021, -3.878276, 1.115881], [0.976830, 4.460610, -3.133331], [4.039415, 0.285263, -5.426752], [-4.479259, 2.237470, -0.035239], [1.394234, 0.391088, 4.106996]],
  "forces_ev_per_a": [[-0.1204, 0.0882, -0.6706], [0.1231, -0.2442, 0.1690], [0.0382, 0.0748, -0.1282], [0.1241, 0.0592, -0.0590], [0.0228, 0.0884, -0.1338], [-0.0135, 0.1238, -0.0991], [-0.0513, 0.0598, -0.0325], [0.0509, 0.0611, 0.1658], [-0.0358, -0.0914, 0.1212], [-0.1152, -0.0786, 0.0443], [0.0743, -0.2697, -0.0678], [0.0328, -0.0078, 0.0144], [0.1661, -0.1906, 0.1311], [-0.1338, 0.0716, 0.0199], [-0.2468, 0.2026, -0.5939], [-0.0061, -0.0075, -0.0787], [0.0632, 0.0312, -0.0970], [0.0910, 0.0399, 0.0838], [-0.1295, 0.0410, -0.1167], [0.2706, -0.1178, -0.2032], [0.0853, -0.1070, -0.0185], [0.6669, -0.0999, -1.8290], [0.4041, 0.0579, 0.2150], [-0.2274, -0.0645, 0.0005], [-0.0978, -0.1392, 0.0585], [0.0731, 0.0102, 0.0249], [-0.1400, 0.0681, 0.0506], [0.0649, -0.0422, 0.1704], [0.0885, -0.0364, 0.0212], [0.0540, -0.2163, -0.1397], [0.1958, -0.6630, 0.2634], [0.0660, 0.1548, -0.1139], [0.0856, -0.2891, 0.0625], [-0.0100, -0.0943, -0.1050], [0.0425, 0.0001, 0.1273], [1.3652, -0.6202, -0.7163], [-0.0888, -0.0140, 0.1291], [-0.1111, 0.1774, -0.0609], [0.0505, 0.0065, 0.1006], [0.0516, -0.0793, 0.0580], [-0.0615, 0.1686, -0.3584], [-0.0516, -0.1679, -0.0214], [0.0978, -0.0174, 0.0816], [0.0158, 0.3975, -0.3561], [-0.2838, -0.1346, -0.0260], [-0.2247, 0.1441, 0.1122], [-0.0237, 0.1133, -0.0460], [-0.0172, -0.1748, -0.0477], [-0.1112, 0.1992, 0.0093], [-0.3511, 0.3351, 0.0330], [0.0542, -0.0387, 0.0600], [-0.0591, 0.0631, 0.0930], [0.3383, 0.3200, 0.7317], [0.0792, -0.0832, -0.0316], [0.1970, -0.2641, -0.0261], [-0.0436, 0.0089, -0.0454], [0.0303, 0.0460, 0.0578], [-0.1449, 0.0245, 0.1163], [0.0007, -0.0160, 0.0178], [-0.0813, -0.0432, -0.2201], [1.0035, 1.3877, 0.8207], [0.0110, 0.0522, 0.0681], [-0.0926, -0.1873, -0.0245], [-0.0014, 0.1295, -0.0837], [-0.1168, -0.0700, -0.0933], [-0.0154, 0.0919, 0.0888], [-0.0259, 0.1618, -0.1854], [-0.0587, -0.0470, 0.0516], [-0.0326, 0.0425, 0.0690], [0.0946, -0.0129, -0.0389], [-0.4358, 0.3392, 0.3094], [0.0472, -0.4485, 0.9890], [-2.3476, 0.4674, 0.2768], [-0.0210, 0.0202, -0.2167], [-0.3796, -0.4158, 0.3547], [0.0388, 0.0731, 0.0072], [0.1081, -0.7320, 0.6560], [-0.3732, 0.3573, 0.9163], [0.1240, 0.0749, -0.0636], [-0.4795, -0.3851, -0.8726], [0.2022, 0.2655, 0.1834], [0.1028, -0.0929, 0.0519], [-0.0607, 0.0666, 0.0254], [-0.1086, -0.2626, -0.0057], [0.0978, 0.0774, -0.0580], [-0.1069, 0.0130, -0.1140], [0.4553, 0.0226, 0.0665], [-0.0101, -0.0007, 0.0490], [0.0697, -0.0303, -0.0237], [-0.0135, -0.0423, -0.0954], [0.0301, 0.0748, 0.0728], [0.0538, 0.0385, -0.0924], [-0.0339, 0.0939, 0.0521], [0.0912, 0.0536, -0.0428]],
  "gap_ev": [6.10, 6.17],
  "homo_energy_ev": [-6.66, -6.67],
  "e_above_lowest_ev": 4.799,
  "energy_ev": -138719.3688
}



{
  "formula": "C38H48N3ORuSTe",
  "method": "ωB97M-V/def2-TZVPD",
  "species": ["C", "H", "H", "H", "C", "H", "C", "C", "H", "H", "H", "C", "H", "S", "H", "H", "H", "N", "H", "H", "C", "H", "H", "C", "H", "C", "C", "H", "H", "C", "H", "H", "C", "O", "C", "C", "C", "H", "C", "C", "C", "C", "C", "C", "H", "H", "H", "C", "C", "C", "C", "Te", "H", "H", "H", "H", "H", "H", "C", "H", "C", "N", "H", "H", "N", "C", "H", "H", "H", "C", "H", "C", "H", "C", "H", "C", "H", "Ru", "C", "H", "C", "C", "H", "H", "H", "C", "C", "H", "H", "H", "H", "C", "C"],
  "xyz": [[4.334588, 1.796548, -2.842201], [5.778915, 1.265105, 1.040770], [-3.559267, -1.989831, -4.182132], [3.631289, -4.290167, 2.516863], [0.731429, 0.097175, -4.439445], [-4.260284, -2.306793, 0.487231], [0.973446, 0.735143, 5.231922], [-2.174772, -2.257352, -1.991472], [-4.580921, 5.636645, 1.236477], [3.828735, -1.661068, -0.867758], [-1.308769, -2.598351, -0.031513], [3.831718, -3.052887, 0.749346], [-3.732243, 1.269406, -0.299052], [-3.062448, 3.745557, 0.949011], [0.141056, -1.483630, 3.243424], [2.850290, 3.593301, 0.704166], [-3.451514, -0.270329, -4.379388], [-0.456037, -0.312736, 1.697371], [3.239336, 0.910434, -4.450528], [0.464719, 1.146485, -4.292989], [-0.952854, 1.097725, 3.630123], [-5.092482, 0.754179, 0.709244], [4.609750, 3.522630, 0.895156], [3.216579, -3.477996, 1.935385], [1.899508, 3.030082, 3.943162], [1.316316, -0.502879, -3.165009], [3.328174, -1.996764, 0.031459], [5.185073, 2.612191, -1.057662], [-0.126309, -2.552900, -1.348403], [-2.769022, 0.303708, 2.205534], [-3.152672, -2.411309, 1.867009], [1.599546, -3.123714, 3.270139], [3.325458, 1.008983, -3.373691], [-2.030360, 0.103741, -2.392824], [-3.255540, 1.591006, 4.193735], [-3.886458, -1.773564, 1.366253], [-3.661399, 5.335594, 0.751975], [-1.567139, 2.283877, 5.305889], [-1.704017, 5.345202, -0.489507], [-3.678421, 0.905526, 3.065717], [-1.405507, 0.346262, 2.533582], [-1.056954, -2.120932, -0.976698], [-1.691970, 4.054953, -0.037349], [-1.900279, 1.704171, 4.450589], [-0.172461, -0.446699, -4.725099], [0.354424, 3.372538, 4.730624], [-3.977955, 2.058520, 4.853238], [0.821102, 2.858965, 3.885523], [1.511723, -1.764413, 1.614489], [2.420674, 0.346308, -2.551068], [-4.235382, 0.403484, 0.128708], [-0.173149, 2.644414, -0.308422], [-4.725660, -1.621530, 2.051368], [-0.922379, 5.753121, -1.120633], [4.914794, 1.092043, 2.578016], [0.461944, 1.206716, 6.076001], [3.559006, 3.225882, 2.282674], [5.035146, 2.300301, -3.497594], [-2.441320, -0.992578, -2.767557], [-4.617604, -0.201267, -0.699341], [2.153704, -1.305870, 0.430909], [1.686866, -0.233563, -0.273503], [0.451611, 3.313850, 2.963309], [-4.739031, 0.839934, 2.846620], [-3.186605, -1.105902, -3.887630], [2.084555, -2.824256, 2.345131], [2.050146, 0.864252, 5.372139], [1.117214, 0.913139, 3.111949], [0.989281, -2.547871, -3.829479], [4.422055, 1.959048, -1.469759], [2.083564, -2.407060, -2.446506], [3.663284, 3.068722, 1.205468], [4.723020, -3.558460, 0.395085], [4.862393, 0.886886, 1.504107], [-2.004415, -3.063350, -2.712925], [1.784580, -1.939904, -3.386084], [4.832811, -0.196135, 1.365647], [-0.397000, 0.043079, -0.566430], [3.635370, 1.567983, 0.888765], [0.750318, -0.334407, 5.266840], [3.541269, 1.312841, -0.609466], [-3.271080, -0.429185, 0.973031], [2.644012, -1.949642, -4.063069], [-3.124192, -2.489203, -1.496451], [-2.405882, -0.642638, 0.345947], [-2.841844, 6.079826, -0.041833], [0.522886, 1.357249, 3.907924], [-3.031191, 7.115690, -0.295093], [1.434787, 0.029372, -5.273853], [0.496654, -0.551793, -2.444519], [2.742950, 1.148180, 1.351970], [0.343125, -1.160933, 2.216713], [2.566997, 0.458388, -1.157794]],
  "forces_ev_per_a": [[-0.0232, -0.0187, 0.0086], [-0.0351, -0.0180, 0.0405], [0.0150, -0.0231, 0.0217], [-0.0192, 0.0061, -0.0248], [0.0127, 0.0507, -0.0312], [0.0218, 0.0310, 0.0519], [-0.0156, -0.0412, 0.0046], [0.0196, -0.1362, 0.0357], [0.1189, -0.0088, -0.0808], [0.0295, -0.0236, 0.0119], [0.0176, -0.0794, 0.0235], [-0.0394, -0.0218, 0.0543], [-0.0151, 0.0149, 0.0085], [0.0179, 0.0291, 0.0296], [0.1116, 0.0799, 0.0445], [-0.0276, 0.0163, 0.0047], [-0.0016, 0.0293, -0.0250], [-0.2982, 0.2901, -0.2858], [-0.0023, 0.0224, 0.0755], [0.0037, -0.0653, -0.0121], [0.1428, 0.0868, 0.0197], [0.0270, -0.0334, -0.0489], [-0.0751, -0.0274, 0.0229], [0.1120, 0.0070, -0.1027], [-0.0702, -0.0081, 0.0279], [0.2972, 0.1116, -0.0673], [-0.0244, 0.1026, 0.0019], [-0.0514, -0.0521, -0.0248], [0.0429, -0.0729, 0.0220], [-0.0577, -0.1123, -0.0569], [-0.0534, 0.0389, -0.0012], [0.0053, 0.0209, -0.0647], [-0.0065, 0.0166, -0.0283], [-0.0038, 0.1506, -0.1733], [0.0235, -0.0263, -0.0384], [0.0174, -0.0345, 0.0413], [-0.0562, 0.0151, 0.0340], [-0.0124, -0.0398, -0.0704], [-0.0468, 0.0996, -0.0375], [-0.0070, 0.0066, 0.0450], [0.0245, 0.0157, 0.0294], [0.0375, 0.5030, 0.0477], [-0.1484, -0.0560, -0.0225], [-0.0489, 0.0150, 0.0525], [0.0409, 0.0099, -0.0036], [0.0158, -0.0247, -0.0458], [0.0411, -0.0305, -0.0371], [-0.0089, 0.0483, -0.0036], [-0.1067, -0.1249, 0.0196], [-0.0419, -0.0943, -0.0629], [-0.0234, -0.0637, 0.0120], [0.0898, 0.3478, 0.0274], [0.0288, -0.0340, -0.0346], [-0.0991, -0.0222, 0.0764], [0.0042, -0.0036, -0.0734], [0.0302, -0.0315, -0.0371], [0.0417, -0.0099, -0.0743], [-0.0306, -0.0126, 0.0210], [-0.0222, 0.0658, 0.0101], [0.0088, 0.0237, 0.0359], [0.1090, 0.1846, -0.0812], [-0.2337, -0.0852, -0.3298], [0.0411, -0.0096, 0.0299], [0.0667, 0.0208, 0.0021], [0.0447, 0.0740, 0.0768], [-0.1424, -0.0028, 0.0722], [-0.0666, 0.0172, 0.0000], [-0.0027, -0.0339, -0.0668], [0.0447, 0.0443, 0.0154], [0.0345, 0.0245, -0.0009], [0.0185, 0.0049, -0.0117], [0.0332, -0.0496, -0.0119], [-0.0155, 0.0369, 0.0045], [-0.0207, -0.0779, 0.0070], [-0.0533, -0.0775, -0.0208], [0.0009, -0.0395, -0.0352], [0.0145, 0.0711, 0.0053], [0.2466, -0.4505, 0.3525], [0.1471, 0.0653, -0.0611], [0.0313, 0.0440, 0.0091], [0.0069, 0.0180, 0.0879], [-0.1364, 0.0706, 0.2063], [-0.0352, -0.0404, 0.0194], [-0.0188, -0.0256, -0.0061], [-0.0570, -0.1458, -0.0454], [0.1160, -0.0017, -0.0527], [-0.0703, 0.0307, 0.0770], [0.0152, -0.0876, 0.0163], [-0.0442, 0.0100, 0.0255], [-0.0386, -0.0751, -0.1181], [-0.0892, -0.0274, 0.0058], [0.0954, -0.3022, 0.2500], [0.0309, -0.0891, 0.1858]],
  "gap_ev": [6.69, 6.01],
  "homo_energy_ev": [-6.43, -7.25],
  "e_above_lowest_ev": 0.000,
  "s2": 8.78,
  "energy_ev": -67411.9127,
  "spin_multiplicity": 6
}